[1]
10
Properties=species:S:1:pos:R:3:mulliken_charge:R:1 method="wB97M-V/def2-TZVPD" orbital_gap_ha=0.320 smiles="S=CN1CC1" e_above_lowest_ev=2.752 total_charge=0 mol_weight_g_mol=87.15 energy_ev=-15514.120 e_homo_ev=-8.8 lumo_ev=-0.1141
S -2.875 -0.049 -0.317 -0.238
C -1.390 -0.102 0.261 -0.053
N -0.262 -0.133 -0.537 -0.181
C 1.010 -0.684 -0.196 -0.212
C 0.748 0.770 -0.204 -0.489
H -1.328 0.153 1.417 0.226
H 1.024 -1.330 0.691 0.222
H 1.486 -1.280 -1.011 0.205
H 0.518 0.968 0.783 0.306
H 1.069 1.688 -0.885 0.213

[2]
50
Properties=species:S:1:pos:R:3:mulliken_charge:R:1 method="wB97M-V/def2-TZVPD" orbital_gap_ha=0.259 total_charge=-2 mol_weight_g_mol=463.08 energy_ev=-37587.207 e_homo_ev=-2.0 lumo_ev=5.0366
Ag -0.179 -0.337 -0.558 -0.844
C -1.752 -2.743 3.703 -0.965
N -2.023 -3.003 2.306 -0.104
C -2.915 -1.986 1.776 -0.888
C -0.763 -3.032 1.551 -0.718
C -0.942 -3.371 0.089 0.808
C -1.479 -4.621 -0.223 -0.448
C -1.660 -5.003 -1.542 -0.397
C -1.290 -4.120 -2.549 -0.503
C -0.764 -2.879 -2.223 0.079
C -0.572 -2.440 -0.898 -0.951
H -2.683 -2.768 4.276 0.318
H -1.279 -1.758 3.865 0.342
H -1.081 -3.507 4.100 0.297
H -3.866 -2.018 2.314 0.331
H -3.097 -2.170 0.718 0.278
H -2.490 -0.972 1.864 0.274
H -0.119 -3.775 2.033 0.486
H -0.252 -2.057 1.615 0.271
H -1.766 -5.291 0.583 0.314
H -2.078 -5.976 -1.783 0.336
H -1.417 -4.402 -3.591 0.326
H -0.492 -2.216 -3.040 0.335
C 3.429 3.472 0.527 -0.864
N 2.147 3.633 -0.140 -0.121
C 2.295 3.311 -1.556 -0.849
C 1.154 2.763 0.499 -0.368
C -0.222 2.870 -0.121 0.969
C -0.772 4.141 -0.290 -0.456
C -2.012 4.304 -0.889 -0.408
C -2.708 3.176 -1.306 -0.576
C -2.155 1.916 -1.116 0.249
C -0.894 1.704 -0.524 -1.225
H 4.165 4.143 0.076 0.300
H 3.819 2.446 0.451 0.278
H 3.328 3.731 1.585 0.311
H 2.985 4.027 -2.011 0.333
H 1.329 3.397 -2.051 0.300
H 2.686 2.299 -1.718 0.226
H 1.113 3.058 1.556 0.469
H 1.465 1.708 0.460 0.144
H -0.197 5.007 0.024 0.315
H -2.424 5.298 -1.040 0.344
H -3.681 3.280 -1.780 0.324
H -2.737 1.055 -1.436 0.349
F 4.888 -1.188 -1.496 -0.407
B 4.563 -0.065 -0.719 0.477
F 3.168 0.052 -0.589 -0.253
F 5.080 1.095 -1.340 -0.418
F 5.146 -0.190 0.562 -0.422